This record from OMol25 describes C14H31AsGeIrNOS5Si3 as an isolated structure at a distorted geometry. The level of theory is the ωB97M-V functional and the def2-TZVPD basis.

Values from the calculation:
<S²> ... 0.7580
Highest occupied orbital energy (alpha / beta) ... -0.155 / -0.156 Ha
HOMO-LUMO gap (alpha / beta) ... 5.447 / 5.338 eV

```
! wB97M-V def2-TZVPD RIJCOSX def2/J DEFGRID3
* xyz -1 2
Ir 0.4862 -1.1087 1.6976
S -3.3588 -0.4714 4.1379
As -1.3929 -1.2033 4.2691
S -0.9670 -2.6518 2.6309
S 0.0782 0.2991 3.4632
S -0.8241 -1.8953 6.1657
O 2.1264 0.0349 0.8463
N 3.2630 -0.0122 1.5262
C 4.0922 1.0463 1.4214
C 5.3081 1.0518 2.0472
C 5.6752 -0.0568 2.8146
C 4.8147 -1.1215 2.9156
C 3.5782 -1.1140 2.2547
S 2.4491 -2.3980 2.3437
H 3.7080 1.8573 0.8213
H 5.9507 1.9134 1.9459
H 6.6213 -0.0699 3.3383
H 5.0503 -1.9850 3.5201
C -2.1156 2.8354 -1.4364
Si -1.3379 2.0694 0.1034
C 0.2234 3.0529 0.4972
C -2.5682 2.2608 1.4917
Ge -0.6499 -0.2107 -0.2686
Si -2.6248 -1.5042 -0.7892
C -3.4636 -0.9311 -2.3813
C -3.9194 -1.4704 0.5512
C -2.0743 -3.2846 -1.0875
Si 0.7345 -0.1954 -2.2413
C 2.2152 0.9666 -2.1869
C 1.3927 -1.9244 -2.5972
C -0.2390 0.3284 -3.7682
H -2.4054 3.8673 -1.2199
H -3.0104 2.2942 -1.7487
H -1.4229 2.8510 -2.2791
H -0.0135 4.0361 0.9124
H 0.8320 3.1950 -0.3993
H 0.8265 2.5081 1.2282
H -2.8057 3.3185 1.6426
H -2.1822 1.8596 2.4285
H -3.4971 1.7244 1.2895
H -3.7878 0.1095 -2.3273
H -4.3478 -1.5507 -2.5544
H -2.8097 -1.0337 -3.2476
H -4.2945 -0.4619 0.7348
H -3.5236 -1.8291 1.5008
H -4.7640 -2.1059 0.2665
H -1.5237 -3.3745 -2.0270
H -2.9331 -3.9600 -1.1312
H -1.4220 -3.6243 -0.2798
H 2.7863 0.8092 -1.2744
H 1.8998 2.0121 -2.2139
H 2.8645 0.7848 -3.0481
H 1.8927 -2.3451 -1.7215
H 2.1116 -1.8988 -3.4210
H 0.5845 -2.6039 -2.8745
H -0.6220 1.3454 -3.6795
H -1.0871 -0.3271 -3.9642
H 0.4225 0.2922 -4.6384
*
```

This record from OMol25 describes C32H60O12Y as an isolated structure at a distorted geometry. The level of theory is the ωB97M-V functional and the def2-TZVPD basis.

Values from the calculation:
<S²> ... 0.7544
Highest occupied orbital energy (alpha / beta) ... -0.474 / -0.474 Ha
HOMO-LUMO gap (alpha / beta) ... 6.636 / 2.306 eV

```
! wB97M-V def2-TZVPD RIJCOSX def2/J DEFGRID3
* xyz 2 2
Y -2.9273 -0.1783 3.5444
C 0.0452 -0.5154 0.0813
C -0.4240 -1.4703 1.0495
O -1.5888 -1.0091 1.7404
H 0.9610 -0.9557 -0.3130
H 0.2563 0.4545 0.5317
H -0.6377 -0.3505 -0.7520
H 0.4034 -1.7065 1.7187
H -0.5556 -2.4547 0.6003
C -1.4044 3.1972 1.5588
C -2.6717 3.3530 2.5501
O -2.9857 2.2065 3.2291
H -0.4550 3.0300 2.0676
H -1.3127 4.1212 0.9880
H -1.5654 2.2896 0.9770
H -3.4416 3.7818 1.9085
H -2.4041 4.2149 3.1614
C 2.0643 3.3731 0.4802
C 2.9304 3.6616 -0.8160
C 2.9043 5.2094 -0.7901
O 2.7034 5.5900 0.6276
C 2.5082 4.4067 1.4623
H 2.2316 2.3184 0.6985
H 1.0131 3.6187 0.3292
H 2.4558 3.3712 -1.7533
H 3.9243 3.2144 -0.7978
H 2.0005 5.4953 -1.3281
H 3.7666 5.5762 -1.3470
H 1.7694 4.5432 2.2520
H 3.5026 4.2445 1.8783
C 5.9057 -0.4364 0.5919
C 6.4094 0.5261 1.6316
C 5.2063 0.5565 2.6613
O 4.1335 0.5094 1.8771
C 4.4276 -0.0291 0.5833
H 5.8757 -1.4593 0.9673
H 6.3258 -0.2414 -0.3948
H 6.4827 1.5280 1.2086
H 7.3596 0.2514 2.0894
H 5.2732 1.5417 3.1228
H 5.2266 -0.2610 3.3821
H 4.2770 0.8692 -0.0156
H 3.7505 -0.8002 0.2158
C 0.6049 -5.3254 -3.6380
C -0.2118 -4.1238 -3.0806
C 0.7153 -2.9021 -3.3585
O 1.8297 -3.4790 -4.0460
C 1.9852 -4.8997 -3.9145
H 0.1638 -5.6807 -4.5693
H 0.7322 -6.0995 -2.8812
H -0.2514 -4.1568 -1.9918
H -1.2962 -4.0322 -3.1427
H 1.0048 -2.3808 -2.4461
H 0.2101 -2.1654 -3.9832
H 2.6799 -4.9746 -3.0779
H 2.2849 -5.3865 -4.8426
C -0.5510 3.9062 -4.0614
C -0.8479 2.4674 -4.5111
C -1.9776 1.8892 -3.6280
O -2.1567 2.8679 -2.5898
C -1.6683 4.2277 -3.0599
H -0.4987 4.7517 -4.7473
H 0.3899 3.8862 -3.5115
H 0.0334 1.8386 -4.6378
H -1.2811 2.6281 -5.4983
H -1.5868 0.9860 -3.1593
H -2.8989 1.7937 -4.2026
H -1.3293 4.8778 -2.2534
H -2.3917 4.8368 -3.6019
O -5.9855 -5.1188 -1.1114
C -4.9765 -4.9146 -0.4088
O -5.0079 -4.3569 0.7858
C -3.6626 -4.2125 1.3471
C -2.7591 -4.3769 0.1932
C -3.5273 -5.1442 -0.8659
H -3.4040 -4.8994 2.1529
H -3.3843 -3.2950 1.8656
H -1.7340 -4.7121 0.3512
H -2.5273 -3.3879 -0.2022
H -3.3239 -6.2031 -0.7066
H -3.3644 -4.7725 -1.8776
O -0.6222 0.0271 4.2725
C 0.4797 -0.0903 4.7562
O 0.6395 -0.1482 6.0964
C 1.9694 -0.2768 6.4260
C 2.7269 0.2645 5.3019
C 1.8043 0.1272 4.0633
H 2.1603 -1.3405 6.5682
H 2.1858 0.2902 7.3314
H 3.6495 -0.3015 5.1734
H 3.0511 1.2912 5.4715
H 2.1520 -0.7329 3.4911
H 1.8109 0.8804 3.2755
O -4.2883 -0.0652 1.5126
C -4.5720 -0.1840 0.3070
O -5.6869 -0.9995 -0.0831
C -5.6661 -1.1204 -1.4519
C -4.3876 -0.4897 -1.9918
C -3.8191 0.3918 -0.8350
H -6.5841 -0.7384 -1.8984
H -5.5863 -2.1800 -1.6950
H -4.5574 -0.0305 -2.9657
H -3.7387 -1.3560 -2.1203
H -4.0959 1.4384 -0.9626
H -2.7745 0.2005 -0.5897
*
```

This record from OMol25 describes C16H18F5N3O2S4Sc as an isolated structure at a distorted geometry. The level of theory is the ωB97M-V functional and the def2-TZVPD basis.

Values from the calculation:
Highest occupied orbital energy ... -0.380 Ha
HOMO-LUMO gap ... 7.853 eV

```
! wB97M-V def2-TZVPD RIJCOSX def2/J DEFGRID3
* xyz 1 1
Sc 0.2647 1.1607 0.4829
F -0.0093 1.3589 2.4404
C -0.6159 -0.0487 2.1812
F -0.3830 -0.6597 3.3663
C -2.0896 0.3297 2.0775
F -2.8630 -0.7237 1.8566
F -2.6191 1.0788 3.0293
F -2.1778 1.1023 0.9064
C 0.6585 4.7549 1.6341
C -0.3681 4.2711 0.6600
N -1.2148 5.1643 0.1604
O -0.4445 3.0710 0.3266
H 0.9933 5.7600 1.3986
H 1.5147 4.0771 1.6270
H 0.2347 4.7474 2.6376
H -1.1548 6.1401 0.3998
H -1.9502 4.8789 -0.4707
S 3.4485 -1.9486 4.0096
C 3.1304 -0.9777 2.7396
S 3.7240 0.7019 2.6061
C 2.7274 0.8985 1.1881
N 2.0460 -0.1783 0.8622
N 2.3470 -1.2465 1.6649
C 2.0723 -2.5267 1.1241
C 2.9464 -3.5957 1.2879
C 2.7219 -4.7719 0.5922
C 1.6288 -4.8904 -0.2489
C 0.7310 -3.8432 -0.3664
C 0.9466 -2.6592 0.3151
S 2.5710 2.2945 0.2381
H 3.8007 -3.5108 1.9385
H 3.4082 -5.5967 0.7016
H 1.4734 -5.7977 -0.8105
H -0.1441 -3.9509 -0.9877
H 0.2445 -1.8294 0.2357
O -0.2482 0.4074 -1.2313
S -0.3206 -0.3636 -2.5459
C -1.8038 -1.4319 -2.3050
C -2.9098 -0.9256 -3.2165
C -2.6957 0.5776 -3.3486
C -1.2241 0.7583 -3.6761
H -2.0545 -1.3278 -1.2482
H -1.5226 -2.4606 -2.5077
H -3.8861 -1.1548 -2.7916
H -2.8444 -1.3985 -4.1967
H -2.9275 1.0712 -2.4018
H -3.3243 1.0027 -4.1286
H -0.8535 1.7672 -3.5148
H -0.9848 0.4440 -4.6915
*
```